Here is a cluster of 2 separate species, C9H18NOP in total from the OMol25 dataset. Energies are from ωB97M-V with the def2-TZVPD basis set.

Geometry as XYZ:
```
30
C9H18NOP (ωB97M-V with the def2-TZVPD basis set)
C -1.226 3.172 -0.764
C -0.067 2.585 -0.731
C 0.281 1.111 -0.966
C 0.423 0.781 -2.516
C 1.609 0.882 -0.333
C -0.751 0.210 -0.365
C -1.334 0.332 0.853
C -2.133 -0.872 1.381
O -1.560 1.531 1.458
H -1.533 4.101 -0.595
H -2.042 2.369 -0.931
H 0.711 3.180 -0.323
H 1.108 1.396 -2.957
H 0.657 -0.326 -2.742
H -0.508 0.947 -3.053
H 1.584 0.932 0.709
H 2.052 -0.133 -0.341
H 2.305 1.663 -0.710
H -0.895 -0.802 -0.807
H -1.963 -0.990 2.573
H -1.763 -1.790 0.908
H -3.175 -0.576 1.316
H -1.185 2.240 0.904
C 2.089 -3.014 2.209
N 1.546 -2.567 1.165
P 1.057 -3.551 -0.126
H 1.910 -2.534 3.171
H 2.462 -4.011 2.259
H 0.599 -2.470 -0.944
H -0.258 -3.797 0.299
```

Its structure (SMILES) is C=CC(C)(C)/C=C(/C)O.C=NP. The HOMO-LUMO gap comes out at 8.707 eV. The calculation puts the total energy at -824.9106 Ha. For the relative energy (zero: lowest compared OMol25 entry of this formula, charge and spin), the calculation gives 1.297 eV. As for the net charge: 0. The HOMO energy comes out at -8.13 eV.